Formula: C3H9N3
Source: the Open Molecules 2025 dataset
Level of theory: ωB97M-V with the def2-TZVPD basis set

Each atom is followed by the atoms it is bonded to, with distances in Å.
CARTESIAN COORDINATES (ANGSTROEM)
1 H -1.699 0.694 2.236  N3 1.018
2 H -0.117 -1.546 -1.869  C15 1.094
3 N -2.039 0.583 1.283  H1 1.018, H6 1.016, N9 1.412
4 H 1.620 -1.301 -1.912  C15 1.097
5 N 1.545 1.163 0.332  C8 1.383, H11 1.020
6 H -2.493 -0.323 1.220  N3 1.016
7 C 0.712 -0.752 -0.079  C8 1.465, H14 1.089, C15 1.482
8 C 0.489 0.400 0.797  N5 1.383, C7 1.465, N9 1.528, H13 1.094
9 N -0.958 0.661 0.378  N3 1.412, C8 1.528, H12 1.017
10 H 0.554 0.099 -2.051  C15 1.090
11 H 1.405 1.466 -0.632  N5 1.020
12 H -1.069 1.263 -0.434  N9 1.017
13 H 0.518 0.166 1.864  C8 1.094
14 H 0.854 -1.707 0.424  C7 1.089
15 C 0.679 -0.864 -1.556  H2 1.094, H4 1.097, C7 1.482, H10 1.090

Properties
* Kohn-Sham gap (spin up / spin down): 7.527 / 8.476 eV
* charge: 0